The following is a quantum chemistry calculation of a molecular structure, C40H56N3OPSSiW, from the Open Molecules 2025 dataset.

```
104
Properties=species:S:1:pos:R:3
W -0.04296 0.99591 -0.74525
C 0.24597 4.31270 1.97907
C 0.97231 2.99696 2.24335
C 1.42346 2.89384 3.70231
P 0.07217 1.49036 1.68566
C -1.56479 1.22169 2.47209
C -2.55742 2.27251 1.96276
C -1.62302 1.09753 3.99053
C 1.23863 0.12233 1.95686
C 1.42917 -0.57645 3.14615
C 2.36338 -1.59902 3.24820
C 2.59471 -2.31413 4.54688
C 3.08853 -1.93908 2.10758
C 2.90197 -1.27791 0.90827
C 1.99135 -0.23161 0.82779
N 1.75357 0.44718 -0.41037
C 2.74628 0.49060 -1.44089
C 4.03722 0.97190 -1.18261
C 4.45324 1.46957 0.17372
C 4.95147 0.99053 -2.22883
C 4.62814 0.57572 -3.51592
C 5.64783 0.60296 -4.61769
C 3.32048 0.16512 -3.75539
C 2.37382 0.12523 -2.74088
C 0.96326 -0.29897 -3.05843
H 0.90660 5.13209 2.25900
H -0.65745 4.40917 2.57727
H -0.01666 4.44537 0.93087
H 1.86438 2.96048 1.60302
H 0.59020 3.05555 4.38413
H 2.16113 3.67035 3.90128
H 1.88533 1.93413 3.92812
H -1.85122 0.25954 2.03046
H -2.42361 3.23037 2.46142
H -3.56813 1.92723 2.17648
H -2.48495 2.42400 0.88061
H -1.36275 2.03182 4.48758
H -0.99383 0.29772 4.36526
H -2.64954 0.85828 4.27238
H 0.85621 -0.31743 4.02356
H 1.86042 -2.02572 5.29524
H 3.58670 -2.08657 4.93665
H 2.53772 -3.39354 4.41135
H 3.80827 -2.74543 2.16043
H 3.46974 -1.56331 0.03153
H 3.62701 1.95141 0.69544
H 5.26413 2.18871 0.07642
H 4.80529 0.65412 0.80616
H 5.95433 1.34653 -2.02897
H 6.64136 0.38003 -4.23649
H 5.69297 1.58999 -5.08075
H 5.40974 -0.11942 -5.39493
H 3.03481 -0.15183 -4.75077
H 0.84764 -0.47383 -4.12958
H 0.20379 0.50701 -2.88334
H 0.64517 -1.20574 -2.54124
C -2.61601 -1.98793 -2.93988
C -2.17161 -2.83753 -1.73957
C -0.77598 -3.43711 -2.00857
C -3.18322 -3.97511 -1.52844
Si -2.21947 -1.73411 -0.21115
O -1.25603 -0.38109 -0.53934
C -1.59543 -2.52586 1.36277
C -0.48271 -3.37568 1.38246
C -0.06284 -3.97413 2.55884
C -0.72484 -3.71726 3.75038
C -1.81627 -2.86475 3.75881
C -2.25204 -2.28567 2.57485
C -3.91655 -0.99481 0.03779
C -4.21760 0.28843 -0.42417
C -5.48962 0.82378 -0.28082
C -6.48670 0.07999 0.33111
C -6.21160 -1.19808 0.79415
C -4.93944 -1.72898 0.64699
H -2.66139 -2.60975 -3.83629
H -1.91794 -1.16715 -3.13977
H -3.60577 -1.55525 -2.78330
H -0.62224 -3.57662 -3.08104
H -0.67708 -4.41613 -1.54303
H 0.04623 -2.82297 -1.63229
H -3.19914 -4.63050 -2.40130
H -4.19547 -3.59432 -1.38997
H -2.92205 -4.58321 -0.66118
H 0.05468 -3.59810 0.47417
H 0.78447 -4.64705 2.54169
H -0.39896 -4.18847 4.66743
H -2.35136 -2.67331 4.67875
H -3.13073 -1.65061 2.59697
H -3.44666 0.88017 -0.91743
H -5.70646 1.81840 -0.64824
H -7.47833 0.49433 0.44480
H -6.98746 -1.78062 1.26917
H -4.74277 -2.72690 1.01711
C 1.63409 3.13491 -5.14711
N 1.27068 3.04638 -3.73964
C 0.07845 3.33863 -3.26667
N -0.88471 3.75964 -4.07165
S -0.24787 3.27918 -1.53579
H 2.64750 2.76329 -5.25909
H 1.60063 4.16989 -5.49231
H 0.96933 2.51980 -5.75688
H 1.97324 2.74256 -3.07807
H -0.73489 3.92441 -5.05526
H -1.78361 3.99866 -3.68358
```

Electronic energy, eV: -78725.6204
LUMO (spin up / spin down), hartree: -0.2110 / -0.2390
2S+1: 3
Net charge: +2
Orbital gap (spin up / spin down), eV: 7.13 / 6.79
HOMO (spin up / spin down), eV: -12.9 / -13.3
<S²>: 2.013
Max |F|, eV/A: 0.9